Density functional theory data (ωB97M-V with the def2-TZVPD basis set) for a molecular structure, C43H58Cl2MnN2O4PSe in a non-equilibrium geometry.

- spin multiplicity = 6
- gap between HOMO and LUMO (spin up / spin down) (Ha) = 0.214 / 0.221
- ΔE to the lowest compared entry with this formula, charge and spin (kcal per mole) = 22.4
- net charge = -1
- E_HOMO (spin up / spin down) (eV) = -3.806 / -4.038

Last column: Löwdin spin population.
Cartesian coordinates (Å):
Mn 0.718 1.423 0.934  4.582
C 0.064 -4.810 -3.381  0.000
C 1.302 -3.965 -3.718  0.000
C 2.564 -4.695 -3.234  0.000
C 1.380 -3.822 -5.239  0.000
C 1.214 -2.616 -3.009  0.004
C 1.099 -2.557 -1.626  0.001
C 1.059 -1.349 -0.960  0.006
Se 0.804 -1.444 0.961  0.038
C -1.128 -1.461 0.937  0.006
C -1.794 -2.664 1.017  0.001
C -3.186 -2.706 0.976  0.004
C -3.844 -1.484 0.923  0.001
C -3.211 -0.244 0.864  0.005
C -1.789 -0.206 0.803  0.012
O -1.099 0.865 0.598  0.064
C -4.124 0.996 0.866  0.000
C -5.009 0.971 -0.391  0.000
C -3.374 2.331 0.885  0.000
C -5.007 0.959 2.125  0.000
C -3.912 -4.051 0.974  0.000
C -5.433 -3.892 0.951  0.000
C -3.486 -4.842 -0.273  0.000
C -3.525 -4.842 2.233  0.000
C 1.143 -0.085 -1.622  0.009
O 1.194 1.024 -0.955  0.055
C 1.187 -0.152 -3.048  0.004
C 1.242 -1.396 -3.672  0.000
C 1.159 1.062 -3.998  0.000
C 2.449 1.086 -4.835  0.000
C -0.060 0.936 -4.929  0.000
C 1.048 2.415 -3.291  0.000
H 0.113 -5.778 -3.886  0.000
H -0.844 -4.296 -3.703  0.000
H -0.011 -4.988 -2.308  0.000
H 2.652 -5.675 -3.712  0.000
H 2.538 -4.838 -2.154  0.000
H 3.453 -4.109 -3.477  0.000
H 1.454 -4.811 -5.698  0.000
H 2.258 -3.246 -5.537  0.000
H 0.486 -3.333 -5.632  0.000
H 1.036 -3.460 -1.030  0.001
H -1.207 -3.571 1.102  0.001
H -4.926 -1.483 0.926  0.000
H -4.381 0.968 -1.283  0.000
H -5.652 1.856 -0.421  0.000
H -5.643 0.084 -0.421  0.000
H -2.761 2.456 -0.004  0.000
H -2.712 2.392 1.748  0.000
H -4.099 3.151 0.934  0.000
H -5.654 0.081 2.148  0.000
H -5.639 1.850 2.169  0.000
H -4.377 0.935 3.016  0.000
H -5.757 -3.358 0.056  0.000
H -5.781 -3.349 1.832  0.000
H -5.907 -4.876 0.949  0.000
H -3.773 -4.304 -1.179  0.000
H -3.962 -5.827 -0.285  0.000
H -2.405 -4.979 -0.293  0.000
H -3.819 -4.293 3.128  0.000
H -2.447 -5.000 2.276  0.000
H -4.019 -5.818 2.237  0.000
H 1.300 -1.406 -4.752  0.000
H 2.552 0.190 -5.449  0.000
H 3.316 1.147 -4.175  0.000
H 2.452 1.955 -5.499  0.000
H -0.009 0.039 -5.547  0.000
H -0.119 1.803 -5.593  0.000
H -0.975 0.887 -4.338  0.000
H 1.905 2.577 -2.641  0.000
H 0.140 2.457 -2.691  0.000
H 1.013 3.213 -4.041  0.000
Cl 2.389 3.183 7.876  0.001
C 1.872 2.518 6.343  0.003
C 0.992 1.433 6.351  0.003
C 0.557 0.939 5.143  0.003
Cl -0.534 -0.406 5.112  0.000
C 0.952 1.494 3.901  0.013
O 0.444 1.068 2.820  0.047
C 1.935 2.551 3.934  0.005
C 2.533 3.024 2.740  0.013
O 2.388 2.566 1.596  0.047
C 2.347 3.064 5.183  0.002
H 0.649 0.994 7.276  0.000
H 3.275 3.830 2.843  0.002
H 3.058 3.880 5.210  0.000
C 5.304 1.189 0.514  0.003
P 3.793 0.220 0.968  0.011
C 4.383 -1.459 0.428  0.002
C 4.178 0.007 2.766  0.000
H 6.197 0.765 0.980  0.001
H 5.176 2.222 0.839  0.000
H 5.415 1.175 -0.571  0.000
H 5.421 -1.653 0.711  0.000
H 4.273 -1.554 -0.653  0.000
H 3.736 -2.205 0.894  0.000
H 5.097 -0.567 2.902  0.000
H 3.353 -0.512 3.257  0.000
H 4.291 0.984 3.235  0.000
N 0.990 7.831 1.071  0.001
C 0.693 6.482 1.012  0.002
C 0.948 5.735 -0.139  0.001
C 0.594 4.401 -0.167  0.005
N -0.002 3.771 0.846  0.029
C -0.258 4.488 1.938  0.005
C 0.063 5.825 2.069  0.001
H 1.716 8.151 0.453  0.000
H 1.037 8.235 1.992  0.000
H 1.420 6.192 -1.000  0.000
H 0.802 3.795 -1.041  0.001
H -0.749 3.963 2.750  0.000
H -0.166 6.356 2.985  0.000



Density functional theory data (ωB97M-V with the def2-TZVPD basis set) for 2 unconnected molecules or ions with the total composition C5H10O.

- gap between HOMO and LUMO (Ha) = 0.362
- SMILES = C=CCC(=C)O.[H][H]
- ΔE to the lowest compared entry with this formula, charge and spin (kcal per mole) = 53.9
- net charge = 0
- E_HOMO (eV) = -8.923

Last column: Löwdin charge in e.
Cartesian coordinates (Å):
C -1.191 0.002 -1.749  -0.037
C -0.026 -0.532 -1.399  -0.185
C 1.081 0.246 -0.731  -0.150
C 1.018 -0.067 0.739  -0.442
C 0.483 0.733 1.662  0.004
O 1.476 -1.328 0.982  0.039
H -1.386 1.066 -1.629  0.062
H -2.007 -0.607 -2.128  0.055
H 0.130 -1.606 -1.476  0.105
H 2.061 -0.050 -1.125  0.120
H 0.952 1.321 -0.887  0.118
H 0.102 1.709 1.384  0.063
H 0.366 0.420 2.697  0.063
H 1.272 -1.561 1.897  0.111
H -2.453 0.069 0.654  0.047
H -1.875 0.184 1.110  0.026



Density functional theory data (ωB97M-V with the def2-TZVPD basis set) for 2 unconnected molecules or ions with the total composition C6H12N2 in a non-equilibrium geometry.

- gap between HOMO and LUMO (Ha) = 0.344
- SMILES = [H]/N=N\C.CC#CCC
- ΔE to the lowest compared entry with this formula, charge and spin (kcal per mole) = 105.0
- net charge = 0
- E_HOMO (eV) = -8.478

Last column: Löwdin charge in e.
Cartesian coordinates (Å):
H 0.575 -1.130 -0.938  0.057
N 1.431 -1.562 -0.460  0.034
N 1.291 -2.169 0.551  -0.163
C -0.041 -2.384 1.080  -0.124
H -0.695 -1.586 0.604  0.055
H -0.413 -3.395 0.654  0.106
H 0.075 -2.306 2.206  0.088
C -2.671 0.470 -0.401  -0.105
C -1.351 0.749 -0.800  -0.150
C -0.228 1.060 -0.942  -0.109
C 1.154 1.452 -0.930  -0.273
C 1.682 1.526 0.501  -0.114
H -2.671 -0.459 0.025  0.023
H -3.046 1.283 0.370  0.137
H -3.234 0.501 -1.350  0.091
H 1.630 0.783 -1.612  0.085
H 1.183 2.521 -1.347  0.138
H 2.720 1.299 0.502  0.053
H 1.166 0.848 1.241  0.076
H 1.443 2.500 1.046  0.095



Density functional theory data (ωB97M-V with the def2-TZVPD basis set) for a molecular structure, C19H31NO16S2 in a non-equilibrium geometry.

- gap between HOMO and LUMO (Ha) = 0.346
- net charge = 0
- E_HOMO (eV) = -8.952

Last column: Löwdin charge in e.
Cartesian coordinates (Å):
C 4.829 -2.045 1.510  0.015
C 3.675 -1.334 2.186  -0.506
O 3.450 -1.511 3.314  0.146
N 2.778 -0.440 1.477  -0.168
C 3.412 0.888 1.345  -0.017
O 2.556 -0.869 0.134  -0.333
S 1.465 -2.123 -0.025  0.862
O 2.264 -3.233 -0.404  -0.374
O 0.973 -2.497 1.501  -0.774
S -0.132 -1.399 2.174  0.754
H 4.557 -2.456 0.546  0.061
H 5.662 -1.355 1.441  0.077
H 5.103 -2.855 2.175  0.095
H 4.425 0.787 0.942  0.092
H 3.395 1.371 2.313  0.098
H 2.827 1.428 0.607  0.092
H -0.551 -0.536 1.211  -0.122
C -4.487 0.260 5.612  -0.021
C -3.279 0.327 4.710  -0.333
C -2.178 1.230 5.205  -0.093
O -1.538 1.621 3.983  0.058
C -2.482 1.562 3.005  -0.554
O -2.344 1.999 1.908  0.148
O -3.602 0.939 3.450  0.088
H -5.288 -0.304 5.134  0.089
H -4.238 -0.219 6.559  0.092
H -4.878 1.259 5.813  0.091
H -2.905 -0.681 4.507  0.157
H -1.475 0.722 5.861  0.142
H -2.550 2.129 5.702  0.140
C 7.838 -6.067 -0.360  -0.022
C 7.602 -4.809 -1.159  -0.332
C 8.856 -4.060 -1.534  -0.096
O 8.378 -2.714 -1.649  0.068
C 7.302 -2.600 -0.827  -0.543
O 6.780 -1.575 -0.533  0.152
O 6.906 -3.821 -0.381  0.080
H 6.891 -6.483 -0.017  0.089
H 8.352 -6.816 -0.961  0.091
H 8.434 -5.857 0.529  0.090
H 6.992 -5.031 -2.040  0.161
H 9.288 -4.397 -2.474  0.139
H 9.621 -4.090 -0.755  0.140
C -4.216 3.077 -0.069  -0.016
C -4.704 4.366 -0.677  -0.321
C -6.172 4.381 -1.018  -0.089
O -6.219 5.324 -2.100  0.063
C -5.008 5.290 -2.713  -0.563
O -4.765 5.800 -3.758  0.157
O -4.112 4.586 -1.971  0.077
H -3.135 3.086 0.028  0.074
H -4.652 2.913 0.915  0.092
H -4.469 2.231 -0.709  0.073
H -4.435 5.212 -0.038  0.158
H -6.797 4.711 -0.190  0.138
H -6.536 3.418 -1.383  0.136
C -3.391 1.219 -6.092  -0.021
C -3.551 1.357 -4.599  -0.330
C -2.906 0.257 -3.794  -0.093
O -3.712 0.242 -2.609  0.058
C -4.944 0.693 -2.959  -0.570
O -5.906 0.633 -2.264  0.154
O -4.928 1.222 -4.208  0.088
H -3.986 1.971 -6.610  0.090
H -2.347 1.338 -6.382  0.091
H -3.743 0.244 -6.434  0.090
H -3.207 2.343 -4.273  0.160
H -1.866 0.462 -3.551  0.140
H -2.978 -0.723 -4.273  0.139



What did the second record say?
Density functional theory data (ωB97M-V with the def2-TZVPD basis set) for 2 unconnected molecules or ions with the total composition C5H10O.

- gap between HOMO and LUMO (Ha) = 0.362
- SMILES = C=CCC(=C)O.[H][H]
- ΔE to the lowest compared entry with this formula, charge and spin (kcal per mole) = 53.9
- net charge = 0
- E_HOMO (eV) = -8.923

Last column: Löwdin charge in e.
Cartesian coordinates (Å):
C -1.191 0.002 -1.749  -0.037
C -0.026 -0.532 -1.399  -0.185
C 1.081 0.246 -0.731  -0.150
C 1.018 -0.067 0.739  -0.442
C 0.483 0.733 1.662  0.004
O 1.476 -1.328 0.982  0.039
H -1.386 1.066 -1.629  0.062
H -2.007 -0.607 -2.128  0.055
H 0.130 -1.606 -1.476  0.105
H 2.061 -0.050 -1.125  0.120
H 0.952 1.321 -0.887  0.118
H 0.102 1.709 1.384  0.063
H 0.366 0.420 2.697  0.063
H 1.272 -1.561 1.897  0.111
H -2.453 0.069 0.654  0.047
H -1.875 0.184 1.110  0.026



Among the records above, which one has the lowest net charge?
C43H58Cl2MnN2O4PSe



net charge of number 3 (C6H12N2)?
0



Which value of net charge does entry 4 give?
0